The following is a quantum chemistry calculation of a structure of composition H26K3O17P, from the Open Molecules 2025 dataset.

The geometry in XYZ format:
```
47
Properties=species:S:1:pos:R:3:forces:R:3:mulliken_charge:R:1
K 0.91793 5.77026 -6.27754 0.1093 -0.4732 -0.0851 1.08
K 5.41054 5.01056 -5.78602 0.1673 -0.5957 -0.1803 1.02
K -0.05759 0.72012 -7.68602 0.7317 0.0445 0.0770 1.01
P 3.17916 2.97502 -7.27219 -0.0293 -0.4101 -0.6888 -1.13
O 3.87086 1.61506 -7.10672 -0.6975 0.1990 0.5562 0.73
O 2.80748 3.68013 -5.92158 -0.2461 -0.0159 -0.0159 -0.67
O 1.87340 2.75572 -8.08189 -0.1449 0.2899 0.0692 -0.60
O 4.18099 3.91970 -7.96657 -0.1540 0.6896 0.2900 -0.92
O 4.80181 -0.12071 -8.90862 -0.2511 -0.1579 -0.1554 -0.74
H 4.27570 0.42068 -8.27985 0.4448 0.1926 -0.0303 0.12
H 5.36142 0.52302 -9.35590 0.0259 0.0354 0.0348 0.39
O 4.51447 2.27422 -4.13628 0.0910 0.1951 0.1031 -0.68
H 3.83140 2.69110 -4.68398 -0.0948 -0.1811 0.0150 0.31
H 4.67425 1.41762 -4.55225 0.2216 0.1219 0.1448 0.35
O 2.71716 6.36807 -8.15308 -0.2482 0.2433 0.4398 -0.69
H 3.22234 6.92332 -8.75815 0.1530 0.0142 0.0941 0.26
H 3.37724 5.72425 -7.82590 -0.0304 -0.4569 -0.6304 0.31
O 1.49412 4.53539 -10.25271 -0.3418 0.0072 -0.0951 -0.72
H 1.68734 5.29181 -9.69075 0.2807 0.0734 0.0511 0.37
H 1.78190 3.78605 -9.70404 0.0616 0.0544 0.0617 0.44
O 5.53916 6.73327 -8.50384 0.2199 -0.1539 0.5083 -0.69
H 5.70571 5.84298 -8.87061 -0.0915 0.0120 -0.5203 0.34
H 6.38422 7.17993 -8.61315 -0.0418 0.1108 -0.0867 0.27
O 2.66732 4.94372 -3.56164 -0.0885 0.5780 -0.4531 -0.56
H 2.81666 4.62547 -4.47852 -0.0257 -0.4918 0.2160 0.30
H 3.25607 5.69581 -3.44598 -0.0366 -0.0109 0.2449 0.29
O 2.15234 -0.42970 -6.13690 -0.2995 -0.1254 -0.3606 -0.64
H 2.08806 -0.03749 -5.26012 -0.0371 0.0404 0.0054 0.37
H 2.78407 0.14769 -6.60489 0.0290 0.1160 0.1889 0.30
O 0.75605 1.94730 -5.10173 -0.3745 0.0324 -0.2649 -0.59
H -0.05381 2.46247 -5.17185 0.0145 0.0791 0.2097 0.30
H 1.46538 2.55772 -5.39969 0.1099 0.0305 0.1162 0.27
O -0.57747 3.76291 -7.92349 0.1782 0.1136 0.3874 -0.73
H -0.63661 4.39124 -8.65238 -0.0325 -0.2558 -0.2727 0.34
H 0.34145 3.38259 -8.01646 0.1888 0.2370 0.0023 0.32
O 5.83836 4.27247 -9.96152 0.1081 0.2194 0.0944 -0.81
H 5.19625 4.04596 -9.24946 -0.1464 -0.3656 -0.1489 0.64
H 5.35264 4.12420 -10.77780 -0.0117 0.0981 -0.0371 0.32
O 5.55468 -0.01807 -5.85579 0.1779 0.1984 0.1068 -0.77
H 4.86623 0.57715 -6.22244 0.2259 -0.1421 -0.1996 0.32
H 5.89961 -0.47690 -6.62903 -0.1586 -0.1401 -0.0213 0.33
O 6.62301 2.74194 -7.12416 -0.0324 0.3297 0.1521 -0.70
H 6.55136 1.81554 -6.85731 -0.0139 0.0783 0.2397 0.42
H 5.72238 2.96488 -7.42475 0.1688 -0.2964 -0.2702 0.13
O 2.19707 0.80720 -10.13362 -0.3989 -0.0722 0.1286 -0.71
H 2.08676 1.58885 -9.56569 0.2678 -0.0457 0.0811 0.24
H 3.00756 0.38312 -9.81367 0.0520 -0.0436 -0.1019 0.46
```
Positions in Å, forces in eV/Å.

Computed properties:
Energy above the lowest of the compared OMol25 structures with the same formula, charge and spin ... 7.8 kcal per mole
LUMO level ... -0.962 eV
Maximum force ... 0.9 eV Å⁻¹
M ... 446.46 g mol⁻¹
Energy ... -93504.9554 eV
Net charge ... 0
Highest occupied orbital energy ... -0.347 Eh
Orbital gap ... 8.474 eV

***

The following is a quantum chemistry calculation of a cluster of 13 separate species, H26NO15S in total in a non-equilibrium geometry, from the Open Molecules 2025 dataset.

The geometry in XYZ format:
```
43
Properties=species:S:1:pos:R:3:forces:R:3:mulliken_charge:R:1
N 5.28300 42.44600 13.77100 -0.5814 1.2677 -0.7896 0.07
H 6.25800 42.32700 13.93800 1.1928 -0.2622 1.7173 0.11
H 4.60500 42.57400 14.54100 1.0247 -0.3496 0.1828 0.30
H 5.10000 41.54600 13.32100 -0.8058 0.1885 -0.7851 0.26
H 5.32400 43.34200 13.22400 -0.8392 -1.4615 -0.1330 0.25
S 6.50300 39.08900 15.56000 -1.2590 -3.2365 4.5626 1.14
O 5.40500 38.47900 16.31200 -0.5825 0.1384 0.2794 -0.78
O 5.99300 39.52200 14.31000 -2.5801 3.2234 -6.1648 -0.82
O 6.99500 40.23600 16.29500 1.0071 3.4511 1.5211 -0.98
O 7.53000 38.17500 15.27600 3.2976 -2.3832 -0.4180 -0.70
O 3.37700 39.83500 14.53000 1.1742 1.3443 -4.5316 -0.70
H 3.53900 39.61700 15.38500 0.1127 -1.3020 4.6967 0.32
H 4.37700 39.74300 14.29700 -1.4480 -0.1393 -0.1660 0.39
O 5.17900 41.97400 17.28400 -1.8324 1.9631 -0.8183 -0.56
H 5.90400 41.37600 17.07000 0.9589 -1.2162 0.2397 0.39
H 4.98300 42.25000 18.17600 0.7792 -0.7974 0.4698 0.28
O 5.48600 44.53700 10.21900 0.5203 -2.4592 3.7953 -0.62
H 5.41700 45.26500 9.69400 -0.3434 3.0289 -2.5188 0.27
H 5.64700 44.95400 11.13000 -0.1689 -0.6746 -1.5305 0.43
O 3.45300 40.61400 11.40500 1.8285 2.7123 -2.1912 -0.64
H 4.12900 40.43100 10.70500 -1.0338 0.0415 1.0611 0.31
H 3.20100 39.81600 11.77400 -0.6496 -2.6423 1.3487 0.31
O 8.90600 41.35500 14.65900 1.1073 0.8109 -1.5178 -0.70
H 8.73800 40.88600 13.80500 -0.3090 0.4216 1.1895 0.36
H 8.16000 41.25400 15.24800 -0.7519 -1.6783 0.6159 0.26
O 5.89400 45.82600 12.57000 1.3514 1.3833 -3.5061 -0.61
H 6.32800 46.68100 12.68300 0.0166 -0.3744 -0.1382 0.25
H 5.56400 45.59900 13.38600 -1.2796 -0.6696 3.4018 0.38
O 2.85500 43.70000 17.57600 2.2028 -3.2809 -1.3117 -0.66
H 2.81000 44.62600 17.74500 0.9243 0.8522 -0.1939 0.26
H 3.76100 43.23900 17.17700 -2.9715 2.2699 1.3501 0.43
O 7.95500 43.66500 15.75000 -0.6523 0.8931 1.5233 -0.67
H 8.14700 42.93100 15.12900 0.6998 -0.0408 0.7302 0.38
H 8.03700 43.42500 16.72300 -0.0747 -0.2708 -2.3476 0.32
O 8.20100 43.66500 11.89500 2.8353 2.0294 1.0670 -0.54
H 7.50600 43.16000 11.61000 -2.7723 -2.0028 -1.2556 0.27
H 8.97000 43.09100 11.81600 -0.0679 -0.0009 0.2426 0.28
O 5.25700 45.14200 14.96600 0.5467 -0.5733 0.3650 -0.66
H 6.08800 44.89600 15.39000 1.1115 -1.1632 -0.5431 0.34
H 5.01200 45.70500 15.67500 -1.5198 1.2177 0.7650 0.26
O 7.38000 40.63900 12.48000 1.8772 3.3881 0.0267 -0.51
H 7.45900 40.48500 11.56900 -0.4689 -1.2449 -1.2924 0.17
H 6.88700 40.14800 13.12000 -1.5768 -2.4014 1.0016 0.38
```
Positions in Å, forces in eV/Å.

Computed properties:
Energy above the lowest of the compared OMol25 structures with the same formula, charge and spin ... 0.0 kcal per mole
LUMO level ... 1.855 eV
Maximum force ... 7.4 eV Å⁻¹
M ... 312.27 g mol⁻¹
Energy ... -43460.9330 eV
Net charge ... -1
Highest occupied orbital energy ... -0.168 Eh
Orbital gap ... 6.422 eV

***

The following is a quantum chemistry calculation of a cluster of 13 separate species, H26O13 in total in a non-equilibrium geometry, from the Open Molecules 2025 dataset.

The geometry in XYZ format:
```
39
Properties=species:S:1:pos:R:3:forces:R:3:mulliken_charge:R:1
H 0.64475 0.28882 0.45675 0.1487 0.1815 0.3765 0.41
H -0.64889 -0.41839 0.82605 -0.5029 -0.0051 -0.2203 0.19
H -1.39825 1.84284 -1.81039 -0.2116 0.0897 -0.0008 0.29
H -0.91921 2.24352 -3.19604 -0.0714 -0.0139 -0.0185 0.32
H -2.56297 -2.91148 1.38622 -0.2869 0.0546 -0.0264 0.27
H -1.12540 -2.42736 1.48138 -0.2733 -0.1754 -0.2159 0.27
H 0.61836 2.20895 0.84194 0.1182 0.0705 0.1836 0.29
H 1.52105 2.37374 2.05356 0.1917 -0.1711 -0.0465 0.29
H 0.91459 -2.27819 0.10537 0.2625 -0.2731 0.0114 0.09
H 0.62695 -3.37841 1.11374 0.1123 -0.2600 -0.0461 0.34
H -4.08602 0.38860 1.70338 -0.0486 0.1252 -0.1651 0.30
H -3.41642 1.19500 2.80401 -0.0871 0.0592 -0.0264 0.30
H -2.70414 -1.17593 -1.74563 -0.0521 0.1068 -0.0138 0.29
H -4.07773 -1.75904 -1.45702 0.0144 0.0905 -0.0193 0.29
H 0.85362 -3.47453 -2.41740 -0.4520 -0.2637 -0.0971 0.29
H -0.62744 -3.14580 -2.32556 -0.1293 -0.4703 -0.0967 0.27
H 4.06507 -0.89680 0.07541 0.0365 0.1745 -0.0769 0.29
H 5.49900 -0.82164 0.57364 -0.0193 0.1022 0.0175 0.31
H 2.03260 -2.17860 -1.98443 0.0788 0.5605 -0.0160 0.33
H 1.05935 -1.23668 -1.29479 -0.0482 0.0625 -0.6723 0.27
H 3.22029 3.71881 -0.52285 -0.0016 -0.0142 0.0257 0.33
H 4.31306 3.78308 -1.57725 -0.0584 0.0693 0.0465 0.32
H -2.50066 3.53646 0.57366 -0.2112 -0.0689 0.0031 0.29
H -2.79720 4.71719 -0.33627 -0.0526 -0.0867 -0.0898 0.31
H 1.63815 -1.32250 2.31895 0.0739 0.2487 0.1062 0.26
H 0.68426 -0.79613 3.37870 0.0810 0.1883 -0.0734 0.32
O -0.12286 0.36173 1.03507 -1.4388 -1.7687 -0.5925 -0.52
O -1.71782 2.15865 -2.66311 0.2947 -0.0793 -0.0393 -0.60
O -1.74779 -2.84604 0.87614 -1.9239 0.2272 0.9653 -0.52
O 1.44633 1.89342 1.22127 1.2310 1.8477 -0.0765 -0.60
O 0.32241 -3.02009 0.27240 2.2150 0.1561 -0.2482 -0.52
O -4.08994 1.25892 2.11752 0.1894 -0.1635 0.1675 -0.60
O -3.60254 -0.92192 -1.50617 0.0240 -0.1988 0.0942 -0.59
O 0.22382 -2.75883 -2.55922 -3.0043 -2.7572 -0.9391 -0.57
O 4.71477 -0.27984 0.43071 0.0052 -0.2407 -0.0043 -0.59
O 1.58144 -1.33462 -2.09904 3.5074 3.0379 1.4772 -0.60
O 3.66459 4.33068 -1.12051 0.0236 -0.1311 -0.0159 -0.64
O -3.10185 3.82851 -0.12079 0.2164 0.1454 0.1353 -0.60
O 1.60268 -0.74609 3.09062 0.0490 -0.4569 0.2271 -0.57
```
Positions in Å, forces in eV/Å.

Computed properties:
Energy above the lowest of the compared OMol25 structures with the same formula, charge and spin ... 148.7 kcal per mole
LUMO level ... -0.688 eV
Maximum force ... 4.9 eV Å⁻¹
M ... 234.19 g mol⁻¹
Energy ... -27035.4987 eV
Net charge ... 0
Highest occupied orbital energy ... -0.376 Eh
Orbital gap ... 9.537 eV

***

Which value of maximum force does entry 3 give? 4.9 eV Å⁻¹